This record from OMol25 describes C6H5FI2 as an isolated structure. The level of theory is ωB97M-V with the def2-TZVPD basis set.

Structure (XYZ):
```
14
Properties=species:S:1:pos:R:3:forces:R:3:mulliken_charge:R:1
C 0.7010 -0.8739 0.3214 -0.2733 -0.0868 -0.2663 -0.26
C 0.5942 0.4577 0.9076 -0.1673 0.2781 -0.0460 -0.43
C -0.2506 -1.0062 -0.6405 0.4583 -0.5799 0.1742 -0.74
C -0.3986 1.1217 0.2744 0.3474 0.2905 0.3217 -0.57
C -0.9445 0.2331 -0.7228 -2.5609 0.1732 0.6126 -0.12
C -3.2182 0.0635 0.4793 2.0695 -0.1127 -0.8267 -0.17
F -2.8825 0.1022 1.7619 -0.1814 -0.0312 -0.0952 -0.16
I -4.2737 1.7791 -0.1304 0.0900 -0.1355 0.0480 0.15
I -4.0036 -1.8179 -0.0726 0.0199 0.2314 0.0740 0.13
H 1.4420 -1.5971 0.6061 0.0672 -0.2473 0.0538 0.43
H 1.2152 0.8172 1.7053 0.0704 0.1316 0.1980 0.42
H -0.4321 -1.8552 -1.2708 0.0080 -0.1795 -0.0877 0.43
H -0.7502 2.1200 0.4570 -0.0111 0.1701 0.0571 0.39
H -1.5501 0.5457 -1.5556 0.0634 0.0980 -0.2174 0.49
```
Forces are in eV/Å.

LUMO level (spin up / spin down): -1.85 / -1.85 eV
ΔE to the lowest compared entry with this formula, charge and spin: 33.83 kcal per mole
charge: 0
HOMO level (spin up / spin down): -7.96 / -7.97 eV